20
Properties=species:S:1:pos:R:3:forces:R:3 method="wB97M-V/def2-TZVPD" total_charge=-1 orbital_gap_ev="3.0349 / 6.4110" e_homo_ev="1.07 / -2.42" spin_multiplicity=2 relative_energy_kj_mol=214.0
C -0.2098 0.6882 2.4408 0.15 -0.74 -0.08
C -0.8886 -0.2856 1.4113 -1.13 0.69 -1.58
N 1.1565 -1.6922 -0.5988 1.20 0.25 0.23
C 0.6596 -0.3752 -0.5994 -1.92 0.86 -1.96
C -0.5883 0.0767 -0.0735 1.35 -0.71 0.79
C -1.5630 0.9617 -0.8574 -0.44 -0.09 -0.52
C 1.3992 0.4469 -1.6569 0.94 -0.37 0.78
H 0.1416 1.5407 1.8805 -0.28 0.64 -0.15
H -0.8174 1.0192 3.3325 0.50 -0.55 -0.93
H 0.7315 0.2477 2.7547 0.11 -0.20 0.52
H -1.9742 -0.0403 1.4783 0.39 -1.09 0.34
H -0.6278 -1.3698 1.4320 -0.48 0.84 1.08
H 0.4788 -2.4203 -0.4392 -0.65 -0.31 0.20
H 1.6728 -1.9220 -1.4897 -0.39 0.20 0.76
H -2.3770 1.5626 -0.3853 0.90 -0.36 0.87
H -2.2525 0.3055 -1.5054 1.43 0.96 0.15
H -0.9759 1.7420 -1.3933 -0.67 -0.63 -0.48
H 0.8872 1.3824 -1.8717 -0.35 -0.16 -0.82
H 1.9356 -0.1262 -2.5081 -1.37 0.76 0.80
H 2.2272 0.8474 -1.0837 0.70 -0.01 0.01

=====

53
Properties=species:S:1:pos:R:3:forces:R:3 method="wB97M-V/def2-TZVPD" total_charge=-1 orbital_gap_ev=8.5855 e_homo_ev=-5.95 spin_multiplicity=1 relative_energy_kj_mol=213.0
C -1.2245 -0.0628 -0.7182 -0.04 0.62 -1.03
O -1.6660 -1.3861 -0.5573 1.95 -0.75 -2.20
C -0.2894 0.4208 0.4310 -0.12 -2.20 0.79
C 1.2177 0.3695 0.2311 0.08 -1.04 -0.46
C 1.9476 0.7626 1.5334 -0.44 -1.07 0.07
C 1.3552 0.0848 2.8093 -3.95 -0.09 -3.01
C 3.3610 0.1916 1.4110 0.47 -0.09 0.04
H -2.1547 0.4684 -0.9694 0.78 0.82 0.74
H -0.6807 0.0167 -1.6976 -0.23 -0.48 0.75
H -0.3720 1.4254 0.8404 -1.17 -0.10 0.12
H -0.4389 -0.4125 1.2117 -0.30 1.73 -0.71
H 1.5222 0.9708 -0.6199 0.21 0.77 0.02
H 1.5893 -0.6230 -0.0850 -0.51 -0.06 0.44
H 1.7918 1.8388 1.5909 0.78 0.29 0.32
H 0.2936 0.4208 3.0222 1.21 0.40 -0.03
H 1.9183 0.2412 3.6453 1.69 0.16 2.17
H 1.0669 -0.9625 2.6033 1.08 0.02 0.20
H 3.1572 -0.9395 1.3408 0.91 1.60 0.09
H 4.0137 0.4249 2.2889 -0.58 -0.38 -0.53
H 3.9048 0.5954 0.5230 -0.43 -0.58 0.41
H -1.4261 2.8289 -0.3390 -0.62 -0.40 -0.25
H -0.7611 3.5883 0.7586 0.20 0.15 0.90
O -0.9913 3.6627 -0.1561 0.07 0.22 -0.55
H -3.9986 1.9201 1.1429 0.56 -1.06 -2.54
H -3.7283 0.7714 0.0139 -0.29 1.50 1.04
O -3.7507 1.7591 0.1622 -0.44 -0.41 1.75
H 1.7229 3.1530 -2.1676 0.58 1.02 -0.12
H 0.7696 3.2869 -1.1460 -0.43 1.15 0.64
O 1.4311 3.8698 -1.5644 -0.03 -2.02 -0.66
H -3.5529 -3.0499 0.8827 0.02 -0.25 -0.04
H -2.0732 -1.6295 0.2565 -0.97 -0.23 2.00
O -2.8562 -2.8203 1.5039 -0.49 0.52 0.00
H 0.2021 -2.6948 -0.3110 2.31 -0.28 -0.53
H 1.0784 -3.7586 0.2866 0.35 0.30 -0.20
O 1.1788 -3.0496 -0.3773 -3.44 0.00 0.87
H -0.9737 -3.2245 1.5874 -0.51 -0.29 -0.27
H -1.0985 -2.3428 2.6848 -0.32 0.33 0.53
O -0.3985 -2.8158 2.2424 0.98 -0.11 0.01
H 3.4224 -1.8025 -0.5858 0.46 0.32 -0.13
H 2.9796 -3.1720 -0.5167 0.40 -0.05 -0.56
O 3.7128 -2.6631 -0.9094 -0.28 -0.02 0.37
H 1.3680 -0.7081 -2.0718 -1.02 1.23 0.21
H 2.1526 -1.6812 -2.5526 0.63 -0.45 -1.20
O 1.7263 -0.8943 -2.9396 0.41 -0.85 0.89
H -2.1275 2.0079 -3.2320 0.71 -0.34 0.60
H -1.4994 3.2407 -2.6650 0.44 -0.91 0.47
O -1.4277 2.2572 -2.5865 -1.11 1.62 -0.84
H 0.2355 0.3521 -4.8321 -0.78 1.04 0.26
H -0.1428 1.5098 -3.8817 0.00 0.17 0.58
O -0.3620 1.1371 -4.7314 0.88 -1.45 -1.08
H -3.5514 -0.3300 2.9028 0.96 0.84 1.28
H -3.4949 -1.7979 2.0420 -0.39 1.07 -0.24
O -4.0783 -0.7558 2.2645 -0.21 -1.93 -1.38

=====

38
Properties=species:S:1:pos:R:3:forces:R:3 method="wB97M-V/def2-TZVPD" orbital_gap_ev=6.8929 e_homo_ev=-7.62 spin_multiplicity=1 relative_energy_kj_mol=218.2
C 0.8311 -1.1676 3.0431 -0.06 0.00 -0.06
C 1.5798 0.0885 2.5404 -0.11 -0.10 0.01
C 1.7975 0.1446 1.0142 -0.05 -0.09 -0.03
C 0.7425 0.9622 0.2660 0.11 -0.10 0.28
C -0.7017 0.4935 0.3525 -0.21 -0.06 0.44
C -1.6393 1.6305 -0.1226 -0.06 0.16 0.07
N -2.2391 1.0646 -1.3885 0.16 -0.03 0.21
C -2.4843 -0.3803 -1.0292 0.18 0.08 0.09
C -1.1191 -0.7828 -0.4717 0.34 0.24 -0.11
C -0.1548 -1.1753 -1.6169 -0.16 0.29 -0.07
O 0.6850 -2.2810 -1.2872 -0.06 -0.29 -0.07
C 0.1162 -3.4932 -1.1249 -0.36 0.30 0.26
F 0.0497 -3.8295 0.1775 -0.01 0.08 -0.12
F 0.8234 -4.4172 -1.7401 0.22 -0.22 -0.17
F -1.1544 -3.5485 -1.5999 0.23 0.05 0.03
H -0.2338 -0.9706 3.2263 0.16 -0.05 -0.08
H 1.2445 -1.5385 3.9873 -0.07 0.09 -0.15
H 0.8949 -1.9880 2.3150 0.03 0.14 0.16
H 2.5520 0.1514 3.0422 -0.18 -0.03 -0.11
H 1.0159 0.9808 2.8447 0.22 -0.05 0.03
H 2.7582 0.6253 0.7934 -0.21 -0.05 0.04
H 1.8628 -0.8806 0.6234 0.01 0.13 0.02
H 0.7662 1.9807 0.6700 0.13 -0.23 -0.16
H 1.0140 1.0937 -0.7843 0.11 0.17 0.28
H -0.9634 0.2818 1.3995 0.14 0.08 -0.21
H -2.4710 1.8041 0.5672 0.10 -0.02 -0.16
H -1.1198 2.5702 -0.3475 0.01 -0.29 -0.08
H -1.5088 1.1403 -2.1031 -0.14 0.04 -0.13
H -3.0702 1.5470 -1.7271 0.08 0.08 0.09
H -2.8434 -0.9162 -1.9101 0.06 -0.08 0.22
H -3.2243 -0.3710 -0.2217 -0.05 -0.02 -0.35
H -1.1889 -1.6156 0.2304 -0.20 -0.01 -0.25
H -0.7059 -1.3969 -2.5433 0.09 -0.05 0.25
H 0.5508 -0.3710 -1.8403 -0.11 -0.23 0.05
N 1.8959 3.6493 -1.3098 0.32 0.21 0.02
O 2.4281 3.2357 -0.2596 -0.01 0.07 -0.08
O 0.7637 3.1912 -1.6475 -0.57 -0.11 -0.17
O 2.4501 4.4886 -2.0175 -0.08 -0.09 0.01

=====

76
Properties=species:S:1:pos:R:3:forces:R:3 method="wB97M-V/def2-TZVPD" orbital_gap_ev=8.7974 e_homo_ev=-9.24 spin_multiplicity=1
C 1.6884 -5.8121 1.7828 -0.12 0.29 -0.44
C 0.8090 -4.5800 1.6498 0.30 0.34 0.60
O 1.3281 -3.7986 0.5792 -0.32 -0.21 0.07
C -0.7088 -4.9100 1.5380 0.62 -0.70 0.09
O -1.3093 -4.5166 0.3111 -0.10 0.17 0.25
C -1.6647 -3.2008 0.2368 0.60 -1.42 0.22
C -1.0491 -2.4262 -0.7131 0.50 -0.34 -0.80
C -1.3642 -1.1102 -0.8414 0.26 0.60 -0.58
C -2.2781 -0.5084 -0.0044 -0.63 1.90 0.05
C -2.6172 0.9680 -0.1140 1.28 -0.36 -0.42
C -1.5278 1.8756 0.5103 -0.60 -0.44 0.45
C -1.0947 1.4139 1.8964 0.55 0.68 -0.08
I 0.2148 2.0859 -0.7445 -0.12 0.18 0.01
C -2.8895 -1.2809 0.9282 -0.72 -0.24 1.13
C -2.6045 -2.6286 1.0429 -0.42 -0.72 1.16
C -3.4587 -3.2408 2.1243 0.45 0.50 -0.45
O -3.5261 -4.3671 2.5477 -0.12 0.77 -0.39
N -4.2826 -2.1633 2.5759 -1.86 0.17 -0.32
C -5.7175 -2.4004 2.1686 -0.83 -0.19 1.02
C -6.7037 -2.3017 3.3293 -0.19 0.18 0.23
C -6.9318 -0.8764 3.8348 0.65 0.08 0.12
C -7.5244 0.0086 2.7724 -0.97 -0.12 -1.03
O -8.2703 -0.4136 1.9136 0.88 0.32 0.63
O -7.2210 1.3485 2.8390 0.29 -0.49 0.58
C -3.9209 -0.9297 1.9829 1.78 -0.08 -0.70
O -4.3268 0.1701 2.2792 -0.34 -0.75 -0.04
H 1.4892 -6.3869 2.6852 -0.21 -0.03 -0.02
H 1.5431 -6.4281 0.8942 0.12 -0.19 0.07
H 2.7191 -5.4680 1.8166 0.12 -0.12 -0.03
H 0.9438 -3.9973 2.5699 -0.08 -0.02 0.03
H 1.1546 -2.8821 0.8056 0.12 0.17 -0.23
H -0.8099 -5.9939 1.5826 -0.16 -0.03 -0.13
H -1.2187 -4.5285 2.4182 -0.25 0.22 -0.17
H -0.3170 -2.8824 -1.3592 0.10 -0.13 -0.02
H -0.8701 -0.5205 -1.5960 0.00 0.06 -0.15
H -3.5489 1.1787 0.3988 -0.12 0.05 -0.14
H -2.6635 1.1731 -1.1830 -0.41 0.34 0.03
H -1.9592 2.8687 0.6079 0.24 0.16 -0.25
H -0.2915 2.0687 2.2367 0.00 0.00 0.10
H -1.9069 1.5253 2.6153 -0.16 -0.32 -0.09
H -0.6781 0.4102 1.8868 -0.20 -0.17 0.04
H -5.8153 -3.3884 1.7214 0.28 -0.08 0.09
H -6.0208 -1.6874 1.3992 0.23 0.05 -0.07
H -6.3105 -2.8826 4.1631 -0.10 -0.19 -0.03
H -7.6651 -2.7092 3.0180 0.06 -0.17 -0.05
H -5.9751 -0.4835 4.1769 -0.04 0.33 -0.10
H -7.5827 -0.8504 4.7101 -0.17 -0.12 -0.04
H -6.6985 1.5878 2.0669 -0.15 0.10 -0.22
C 1.4813 7.1775 -3.1714 0.12 -0.03 -0.13
C 1.4954 6.0665 -2.1420 -0.02 0.30 -0.03
O 2.0050 4.8481 -2.6878 -0.28 -0.28 0.09
C 3.3095 4.5420 -2.7537 0.20 0.23 -0.14
C 4.3390 5.6191 -2.5062 0.01 0.01 0.49
O 3.6279 3.4299 -3.0751 -0.04 -0.11 0.00
H 2.4867 7.4199 -3.5166 0.01 0.05 0.08
H 1.0330 8.0797 -2.7546 -0.01 -0.01 0.01
H 0.9068 6.8724 -4.0463 -0.07 0.00 0.05
H 2.0398 6.3441 -1.2380 0.07 -0.01 -0.04
H 0.4756 5.8415 -1.8338 0.03 -0.18 -0.02
H 4.6241 6.0610 -3.4599 -0.02 0.01 -0.01
H 5.2128 5.1561 -2.0537 0.04 -0.09 -0.18
H 4.0075 6.4016 -1.8276 -0.07 0.08 -0.15
C 8.3080 0.3086 -2.5716 -0.05 0.09 0.12
C 7.4300 -0.7300 -3.2387 0.14 0.19 -0.03
O 6.4749 -1.2762 -2.3298 0.03 -0.41 -0.03
C 5.2806 -0.7011 -2.0737 -0.07 0.45 0.10
C 5.0261 0.7133 -2.5376 -0.09 -0.22 -0.48
O 4.4740 -1.3035 -1.4227 0.04 -0.18 0.04
H 7.7260 1.1620 -2.2233 -0.01 0.03 -0.09
H 9.0693 0.6694 -3.2643 0.00 -0.02 -0.01
H 8.8023 -0.1207 -1.6997 0.04 -0.05 -0.05
H 6.9383 -0.3442 -4.1331 -0.03 0.05 0.05
H 8.0414 -1.5724 -3.5595 -0.09 -0.09 0.08
H 5.2769 1.4031 -1.7338 -0.01 0.02 -0.01
H 3.9700 0.8128 -2.7700 -0.04 0.05 0.21
H 5.5710 0.9911 -3.4365 0.11 0.10 0.12

=====

no.,E_tot (eV),F_max (eV/Å)
1,-7919.1337,2.9
2,-31360.3469,5.0
3,-29996.2530,0.6
4,-57644.1673,2.0